Here is a 3-piece molecular cluster, C19H42NO8 overall from the Open Molecules 2025 dataset. Energies are from ωB97M-V/def2-TZVPD.

The net charge is -1. The value obtained for the LUMO energy is 2.33 eV. The gap between HOMO and LUMO comes out at 6.68 eV. Its maximum force is 0.7 eV Å⁻¹.

Geometry as XYZ:
```
70
Properties=species:S:1:pos:R:3:mulliken_charge:R:1
C -1.67 1.01 0.32 -1.2958
C -1.72 1.70 -1.06 0.7271
C -2.39 0.81 -2.13 -1.4060
C -0.28 2.10 -1.47 -0.7761
C 0.19 3.33 -0.68 -1.2661
C 1.69 3.42 -0.46 0.4835
N 1.94 4.38 0.66 -0.9014
C 2.29 2.03 -0.14 0.3443
O 3.07 1.53 -0.98 -0.8145
O 1.92 1.54 0.96 -0.7023
H -2.54 1.26 0.93 0.2774
H -0.78 1.32 0.88 0.2023
H -1.60 -0.07 0.19 0.4245
H -2.29 2.63 -0.94 0.4139
H -1.73 0.65 -2.99 0.4084
H -3.33 1.25 -2.48 0.2526
H -2.65 -0.16 -1.70 0.2497
H 0.36 1.24 -1.28 0.2689
H -0.24 2.29 -2.54 0.4465
H -0.14 4.23 -1.23 0.3280
H -0.32 3.39 0.28 0.3116
H 2.21 3.84 -1.33 0.3289
H 2.91 4.26 0.94 0.3423
H 1.43 3.98 1.45 0.3313
C 4.12 -1.09 2.49 -0.6911
O 4.82 -0.05 3.15 -0.3476
C 4.14 1.19 3.00 -0.2909
C 4.51 2.15 4.11 -0.4084
O 3.89 1.86 5.36 -0.4373
C 4.44 0.82 6.13 -0.4091
C 5.68 1.21 6.92 -0.5649
O 6.83 1.21 6.10 -0.2517
C 7.88 1.98 6.64 -0.7618
H 4.04 -0.89 1.41 0.2924
H 4.68 -2.01 2.65 0.2591
H 3.11 -1.21 2.90 0.2941
H 3.06 1.05 2.99 0.2853
H 4.42 1.64 2.03 0.3098
H 4.14 3.13 3.83 0.3291
H 5.60 2.22 4.22 0.2076
H 4.63 -0.07 5.53 0.2219
H 3.66 0.57 6.86 0.3630
H 5.82 0.49 7.73 0.4060
H 5.52 2.20 7.35 0.3363
H 7.57 3.02 6.77 0.3170
H 8.71 1.94 5.93 0.2314
H 8.21 1.58 7.60 0.3096
C -3.56 -6.07 -3.24 -0.7593
O -4.55 -5.15 -3.65 -0.2822
C -5.25 -4.59 -2.55 -0.5813
C -5.84 -3.25 -2.92 -0.4251
O -4.90 -2.19 -2.95 -0.3617
C -4.10 -2.06 -4.12 -0.2322
C -4.81 -1.45 -5.29 -0.6385
O -5.64 -2.40 -5.95 -0.2604
C -6.63 -1.79 -6.75 -0.7642
H -3.99 -6.93 -2.72 0.3184
H -3.05 -6.43 -4.14 0.2307
H -2.82 -5.59 -2.59 0.3297
H -4.57 -4.45 -1.70 0.3514
H -6.06 -5.27 -2.26 0.4030
H -6.54 -2.97 -2.13 0.3589
H -6.40 -3.31 -3.86 0.2300
H -3.64 -3.01 -4.39 0.2210
H -3.30 -1.37 -3.83 0.2326
H -4.07 -1.07 -6.01 0.4225
H -5.42 -0.60 -4.94 0.3593
H -7.28 -1.14 -6.15 0.3237
H -7.23 -2.58 -7.18 0.2314
H -6.18 -1.20 -7.55 0.3133
```

***

Here is C19H42NOP3PdS as an isolated structure from the Open Molecules 2025 dataset. Energies are from ωB97M-V/def2-TZVPD.

The expectation value of S² is 6.03. The net charge is +4. The value obtained for the LUMO energy (spin up / spin down) is -11.56 / -15.85 eV. As for the spin multiplicity: 5. The gap between HOMO and LUMO (spin up / spin down) comes out at 7.03 / 3.03 eV. Its maximum force is 4.3 eV Å⁻¹.

Geometry as XYZ:
```
68
Properties=species:S:1:pos:R:3:mulliken_charge:R:1
Pd -0.89 -1.24 -0.02 0.2278
P -3.07 -0.70 0.73 0.7697
P -0.21 -3.17 0.92 0.7748
P -0.47 -1.72 -2.30 1.1199
H 4.99 6.60 -2.24 0.3650
C 4.25 6.49 -3.04 -0.2795
C 3.05 7.09 -2.97 -0.1180
H 2.76 7.69 -2.10 0.3613
C -3.06 0.33 2.23 -1.0787
C -4.15 -2.12 1.12 -1.2242
C -3.99 0.27 -0.51 -1.1216
C 1.58 -3.43 0.85 -1.1402
C -0.58 -3.07 2.70 -0.9861
C -0.96 -4.71 0.28 -1.2557
C -0.40 -0.28 -3.43 -1.0721
C -1.94 -2.63 -2.84 -1.2928
C 0.95 -2.72 -2.80 -1.3178
H 4.55 5.91 -3.93 0.3629
H 2.32 7.01 -3.79 0.3237
H -2.25 1.07 2.15 0.2982
H -2.89 -0.31 3.10 0.3240
H -4.03 0.84 2.33 0.4768
H -3.71 -2.69 1.94 0.3601
H -4.26 -2.76 0.25 0.3755
H -5.13 -1.75 1.42 0.4738
H -3.57 1.28 -0.56 0.3651
H -5.04 0.33 -0.22 0.4767
H -3.92 -0.21 -1.49 0.2726
H 1.82 -4.43 1.23 0.4436
H 2.05 -2.66 1.48 0.3519
H 1.94 -3.32 -0.19 0.2799
H -0.46 -4.06 3.16 0.5208
H -1.60 -2.70 2.84 0.2442
H 0.12 -2.35 3.14 0.1611
H -0.64 -5.54 0.92 0.5001
H -0.61 -4.89 -0.75 0.3365
H -2.05 -4.62 0.28 0.3502
H -0.44 -0.67 -4.46 0.5123
H 0.53 0.29 -3.27 0.4080
H -1.24 0.40 -3.23 0.3673
H -1.69 -3.00 -3.84 0.5093
H -2.80 -1.95 -2.84 0.3216
H -2.12 -3.45 -2.13 0.3089
H 0.90 -2.76 -3.90 0.4922
H 0.86 -3.73 -2.38 0.4120
H 1.90 -2.28 -2.46 0.3341
C 1.19 2.20 -0.75 0.7424
C 2.33 1.43 -1.00 -0.5619
C 3.47 2.05 -1.53 -0.8324
C 3.48 3.43 -1.70 0.0371
C 2.37 4.22 -1.39 -0.1765
C 1.20 3.60 -0.90 -0.8074
S -0.31 1.39 -0.32 -0.1769
H -0.16 0.20 -1.08 -0.0707
H 2.30 0.37 -0.78 0.5504
H 4.34 1.43 -1.79 0.4381
H 4.37 3.95 -2.09 0.3995
H 2.39 5.29 -1.53 0.2522
H 0.31 4.17 -0.66 0.5135
C 0.01 0.13 5.54 -1.0399
C 0.78 0.57 4.33 0.6674
N 1.52 1.68 4.49 -0.3788
O 0.75 0.03 3.22 -0.5814
H 0.70 -0.27 6.30 0.3553
H -0.68 -0.66 5.22 0.1840
H -0.55 0.96 6.03 0.3763
H 2.07 1.95 3.70 0.2111
H 1.69 2.19 5.35 0.2032
```

***

Here is C19H43B2BrF9KN5NaO11PS as an isolated structure from the Open Molecules 2025 dataset. Energies are from ωB97M-V/def2-TZVPD.

The net charge is +1. The value obtained for the LUMO energy is -4.80 eV. The gap between HOMO and LUMO comes out at 4.75 eV. Its maximum force is 2.3 eV Å⁻¹.

Geometry as XYZ:
```
94
Properties=species:S:1:pos:R:3:mulliken_charge:R:1
C 8.69 0.87 -1.11 -0.9198
C 7.65 -0.10 -1.67 -0.3004
O 6.41 0.56 -1.89 -0.2451
C 5.42 -0.37 -2.25 -0.7168
C 4.15 0.34 -2.66 -0.5123
O 3.28 0.61 -1.55 -0.1531
C 1.96 0.17 -1.68 -0.3303
Br 1.99 -1.78 -1.41 -0.1167
C 1.22 0.73 -2.91 0.4005
C 0.12 -0.12 -3.58 -1.6906
C -1.32 0.35 -3.39 0.7460
C -2.27 -0.80 -3.69 -1.6010
F -1.55 0.76 -2.06 -0.3371
N 0.82 2.13 -2.51 -0.2418
C 1.31 2.32 -1.20 0.0087
O 1.75 3.37 -0.72 -0.6962
C 1.22 0.93 -0.57 -0.1178
P 1.81 0.74 1.16 -0.1557
N 0.85 -0.52 1.75 -0.4147
O 1.10 2.11 1.85 -0.4181
H 8.17 1.75 -0.75 0.2936
H 9.40 1.20 -1.86 0.2089
H 9.21 0.43 -0.26 0.3051
H 7.48 -0.92 -0.96 0.2560
H 8.03 -0.56 -2.60 0.3319
H 5.23 -1.10 -1.44 0.3565
H 5.78 -0.92 -3.13 0.3987
H 3.67 -0.23 -3.45 0.4409
H 4.45 1.31 -3.08 0.3099
H 1.92 0.92 -3.73 0.8617
H 0.17 -1.17 -3.29 0.3895
H 0.31 -0.10 -4.66 0.4131
H -1.57 1.19 -4.04 0.2772
H -2.17 -1.10 -4.74 0.3712
H -1.96 -1.67 -3.10 0.3506
H -3.30 -0.56 -3.46 0.3566
H 1.39 2.77 -3.06 0.4173
H 0.15 0.68 -0.57 0.5525
H 1.45 -1.30 2.00 0.2865
H 0.17 -0.82 1.06 0.2865
H 0.14 2.01 1.75 0.2624
B 11.80 2.87 -2.42 0.5935
F 11.71 3.77 -3.46 -0.3350
F 13.18 2.89 -1.93 -0.5143
F 10.97 3.24 -1.35 -0.4187
F 11.53 1.58 -2.83 -0.3727
K 1.68 4.37 2.20 1.0634
N 2.73 4.13 6.48 -0.4597
H 3.68 4.31 6.13 0.3976
H 2.79 3.85 7.46 0.3921
H 2.17 4.98 6.40 0.3886
H 2.30 3.36 5.94 0.2668
C -5.31 -1.57 -0.71 -0.7692
C -4.52 -2.68 -1.22 0.3637
N -3.91 -3.58 -1.62 -0.5051
H -6.35 -1.87 -0.62 0.2913
H -4.93 -1.28 0.27 0.3453
H -5.24 -0.73 -1.39 0.3145
B -0.42 0.95 5.38 0.6526
F -1.13 1.74 4.42 -0.4895
F -0.77 1.36 6.67 -0.3964
F -0.70 -0.39 5.19 -0.3545
F 0.96 1.19 5.16 -0.4355
C -2.56 -7.99 0.34 -0.9185
S -3.63 -6.71 1.00 0.5336
O -4.45 -7.34 2.07 -0.6280
C -4.68 -6.58 -0.45 -0.9133
H -1.84 -8.26 1.11 0.3179
H -3.15 -8.86 0.06 0.2931
H -2.03 -7.60 -0.53 0.3307
H -5.13 -7.54 -0.67 0.3902
H -4.08 -6.23 -1.29 0.3121
H -5.46 -5.85 -0.24 0.2632
C -4.75 4.03 4.52 -0.3300
C -4.33 2.61 4.83 0.1408
O -5.14 1.84 3.94 -0.3122
C -5.49 2.63 2.91 0.6142
O -6.02 2.26 1.91 -0.5184
O -5.16 3.92 3.15 -0.3425
H -3.95 4.75 4.62 0.2678
H -5.61 4.35 5.11 0.2783
H -3.28 2.42 4.60 -0.0676
H -4.51 2.33 5.87 0.3114
C -8.23 0.78 0.56 -0.6461
N -8.93 -0.03 -0.47 0.9254
O -8.25 -0.70 -1.23 -0.5413
O -10.13 0.02 -0.49 -0.5580
H -7.16 0.63 0.45 0.2142
H -8.49 1.82 0.39 0.3077
H -8.57 0.44 1.53 0.3069
O -4.64 -3.15 -4.73 -0.6128
H -5.17 -3.77 -5.23 0.2909
H -4.43 -3.60 -3.91 0.3251
Na 14.28 2.79 -0.37 1.0321
```

***

Look up the net charge of the second one.
+4

***

Which of these has the highest maximum force?
C19H42NOP3PdS

***

Among the records above, which one has the highest net charge?
C19H42NOP3PdS

***

Which value of net charge does entry 2 give?
+4